No. 1
C22H32Br4MnN6O3S as an isolated structure. Source: OMol25; level of theory: ωB97M-V/def2-TZVPD.

Calculated values
highest occupied orbital energy (alpha / beta): -9.44 / -9.73 eV
expectation value of S²: 6.26

The geometry in ORCA input format:
```
! RIJCOSX wB97M-V def2-TZVPD def2/J DEFGRID3
* xyz 1 5
C 2.7535 -0.5952 -1.2045
H 2.6589 -1.6883 -1.2466
O -0.2190 -0.3496 1.8849
C -3.3982 1.6474 1.2627
H -1.4648 -0.5814 -5.7181
N 4.4737 -0.7896 1.1973
H 2.0499 -0.3714 -3.2213
H 3.7669 -0.2956 -1.4870
H 1.2863 0.4821 -5.3343
N 2.4101 -0.1021 0.1225
C -1.6334 0.0201 -4.8227
H -5.4094 2.1822 0.7218
H 4.7162 -2.0624 -0.4604
C -2.3241 -1.3912 -1.4993
Mn 0.2122 -0.2670 0.1037
C -4.5474 2.6361 1.2139
N -1.8016 -0.5887 -2.5781
H 0.0460 1.7286 -5.4131
H 5.5671 -1.2713 2.9141
H -3.4089 -1.2850 -1.4976
H 3.7734 -0.2147 4.0716
C -1.1267 -1.6726 3.6716
H -2.0700 -2.4494 -1.6169
C -0.6723 -1.4662 2.3723
H 1.1135 1.6726 -4.0179
C -2.5536 -0.6573 -3.8158
C 0.5785 1.0600 -4.7350
C -0.5110 -0.1999 -2.7979
H -4.8553 2.9077 2.2217
C -0.6825 -2.5627 1.4414
Br -2.6799 -5.5279 3.5617
C 3.2816 -0.1286 1.0990
C 5.2954 -1.4221 0.1955
H 1.3826 1.6097 1.6540
S -2.6528 1.7000 -0.4071
C 4.1334 0.3605 3.2092
C -1.2793 -3.7648 1.8261
C 1.9987 1.4604 2.5497
H 6.0325 0.2538 2.1316
Br -2.3089 -3.1390 5.8095
H 1.9960 1.1209 -2.2143
O -0.1714 -2.3031 0.2846
H -3.5062 -0.1339 -3.7003
H -1.9118 3.9044 0.0575
H 2.4160 2.4211 2.8617
C -4.0777 3.8799 0.4352
N 3.0702 0.5538 2.2482
H -2.7638 -1.7001 -4.0781
Br -0.9498 -0.2514 4.9061
N -0.3919 0.1994 -4.0938
C 1.8089 0.0376 -2.2335
C 5.1858 -0.3892 2.3989
H 6.0230 -2.0443 0.7163
H -2.6104 1.9430 1.9584
Br -1.3554 -5.1508 0.5487
H 1.3704 1.0773 3.3591
H -2.8964 3.9016 -1.4077
H -3.8329 4.6859 1.1272
H -2.0266 0.9915 -5.1374
H 5.8529 -0.6880 -0.3964
H -1.9462 -1.0488 -0.5333
H -3.7219 0.6333 1.4890
N 0.4190 -0.2329 -1.8720
C -2.8347 3.5330 -0.3867
C -1.6994 -2.8883 4.0407
C -1.8080 -3.9204 3.1055
O -1.1860 1.4314 -0.2034
H -4.8830 4.2318 -0.2094
H 4.4979 1.3255 3.5699
*
```

Here is what Löwdin gives for the atomic charges, in e: atom 1 (C): -0.22, atom 2 (H): 0.13, atom 3 (O): -0.18, atom 4 (C): -0.30, atom 5 (H): 0.13, atom 6 (N): -0.08, atom 7 (H): 0.12, atom 8 (H): 0.11, atom 9 (H): 0.10, atom 10 (N): 0.02, atom 11 (C): -0.11, atom 12 (H): 0.11, atom 13 (H): 0.08, atom 14 (C): -0.05, atom 15 (Mn): 1.00, atom 16 (C): -0.23, atom 17 (N): -0.10, atom 18 (H): 0.10, atom 19 (H): 0.13, atom 20 (H): 0.10, atom 21 (H): 0.13, atom 22 (C): -0.64, atom 23 (H): 0.11, atom 24 (C): -0.38, atom 25 (H): 0.08, atom 26 (C): -0.11, atom 27 (C): -0.03, atom 28 (C): -0.31, atom 29 (H): 0.12, atom 30 (C): -0.42, atom 31 (Br): 0.74, atom 32 (C): -0.31, atom 33 (C): -0.04, atom 34 (H): 0.07, atom 35 (S): 1.00, atom 36 (C): -0.10, atom 37 (C): -0.64, atom 38 (C): -0.03, atom 39 (H): 0.13, atom 40 (Br): 0.73, atom 41 (H): 0.12, atom 42 (O): -0.14, atom 43 (H): 0.13, atom 44 (H): 0.10, atom 45 (H): 0.10, atom 46 (C): -0.21, atom 47 (N): -0.09, atom 48 (H): 0.13, atom 49 (Br): 0.77, atom 50 (N): -0.07, atom 51 (C): -0.20, atom 52 (C): -0.11, atom 53 (H): 0.10, atom 54 (H): 0.11, atom 55 (Br): 0.78, atom 56 (H): 0.06, atom 57 (H): 0.09, atom 58 (H): 0.12, atom 59 (H): 0.13, atom 60 (H): 0.10, atom 61 (H): 0.04, atom 62 (H): 0.10, atom 63 (N): -0.02, atom 64 (C): -0.28, atom 65 (C): -0.75, atom 66 (C): -0.75, atom 67 (O): -0.58, atom 68 (H): 0.11, atom 69 (H): 0.13

---

No. 2
C22H32BrN6O2Sn as an isolated structure. Source: OMol25; level of theory: ωB97M-V/def2-TZVPD.

Calculated values
highest occupied orbital energy (alpha / beta): -15.36 / -15.35 eV

The geometry in ORCA input format:
```
! RIJCOSX wB97M-V def2-TZVPD def2/J DEFGRID3
* xyz 3 1
H 1.8144 -3.3388 -1.2819
H 3.9687 0.8016 -2.5776
H -2.5846 -3.1436 2.3177
H -4.4036 0.2362 2.4363
O 0.3027 1.4731 -1.6331
C -2.5317 -0.2550 0.5001
H 4.4731 -3.0390 1.3736
H 2.8664 -2.9675 -2.4480
H 4.9856 -1.1580 -1.9118
H 6.0721 0.1720 -1.4877
N 3.8025 -1.1432 0.7205
H -3.3333 5.2299 -4.0318
Br -0.4553 -2.0925 0.9751
Sn 1.7203 -0.2486 -0.8498
C 5.1009 -0.6858 0.2115
H 5.4128 0.1857 0.7875
O -2.5049 4.3386 -1.6547
H -2.8082 1.8459 -0.8460
C -5.9178 -0.4885 3.7268
C 3.7426 -3.2546 -0.6308
C -1.3447 2.7930 -5.2952
C 3.6827 -2.6029 0.7477
H -6.3708 0.4826 3.8492
H 4.6928 -3.0288 -1.1130
N -1.6135 0.3396 -0.2221
H -0.7515 3.0747 -0.9951
H -4.3081 -3.9778 3.3994
H 3.8278 1.4628 1.4419
H 4.1960 1.5508 -1.1566
N 3.9942 0.6403 -1.5709
C -3.0062 -2.1719 2.0820
H 3.6966 -4.3399 -0.4903
H 3.1444 1.2507 3.0577
H -6.2511 -3.6761 4.8578
H 1.5708 1.9884 1.3471
H -3.0592 5.1303 -1.7351
H 4.4204 -0.7219 2.6992
C -4.2050 -1.9068 2.7705
C -4.7602 -3.0031 3.4949
C -2.2394 3.8593 -5.2628
H 5.8643 -1.4606 0.3462
C -2.2295 -1.4101 1.2228
C -2.1881 3.8408 -2.8642
H -1.0603 2.3545 -6.2387
C 5.0999 -0.2863 -1.2679
C -1.3106 2.7389 -2.9129
C -0.8343 2.2638 -4.1210
C -4.8247 -0.6364 2.9108
H 2.7141 -1.1670 2.4937
N 1.7964 0.9994 1.4298
H -2.5841 4.3002 -6.1862
C -2.6740 4.3750 -4.0588
H 1.1177 0.5982 2.0779
C 3.5399 -0.6005 2.0559
H -0.1189 1.4566 -4.1335
H -7.2747 -1.4343 5.1034
H 2.7153 -2.8553 1.1966
C -5.8500 -2.8371 4.3111
N -1.8812 1.4059 -0.8901
C -6.4359 -1.5779 4.4371
C -0.8274 2.1151 -1.5810
N 2.6378 -2.7700 -1.4754
C 3.1299 0.8685 2.0324
H -3.5582 0.1080 0.5100
*
```

Here is what Löwdin gives for the atomic charges, in e: atom 1 (H): 0.07, atom 2 (H): 0.11, atom 3 (H): 0.11, atom 4 (H): 0.11, atom 5 (O): -0.33, atom 6 (C): -0.12, atom 7 (H): 0.15, atom 8 (H): 0.10, atom 9 (H): 0.10, atom 10 (H): 0.14, atom 11 (N): -0.24, atom 12 (H): 0.13, atom 13 (Br): 0.82, atom 14 (Sn): 1.39, atom 15 (C): -0.16, atom 16 (H): 0.13, atom 17 (O): 0.06, atom 18 (H): 0.20, atom 19 (C): -0.01, atom 20 (C): -0.23, atom 21 (C): -0.05, atom 22 (C): -0.19, atom 23 (H): 0.13, atom 24 (H): 0.11, atom 25 (N): 0.07, atom 26 (H): 0.21, atom 27 (H): 0.14, atom 28 (H): 0.11, atom 29 (H): 0.10, atom 30 (N): -0.05, atom 31 (C): 0.00, atom 32 (H): 0.13, atom 33 (H): 0.14, atom 34 (H): 0.14, atom 35 (H): 0.10, atom 36 (H): 0.14, atom 37 (H): 0.15, atom 38 (C): -0.17, atom 39 (C): 0.04, atom 40 (C): -0.04, atom 41 (H): 0.15, atom 42 (C): -0.52, atom 43 (C): -0.28, atom 44 (H): 0.12, atom 45 (C): -0.21, atom 46 (C): -0.09, atom 47 (C): -0.02, atom 48 (C): 0.02, atom 49 (H): 0.12, atom 50 (N): -0.06, atom 51 (H): 0.13, atom 52 (C): 0.01, atom 53 (H): 0.08, atom 54 (C): -0.19, atom 55 (H): 0.12, atom 56 (H): 0.14, atom 57 (H): 0.11, atom 58 (C): 0.00, atom 59 (N): 0.18, atom 60 (C): 0.05, atom 61 (C): -0.45, atom 62 (N): -0.07, atom 63 (C): -0.22, atom 64 (H): 0.14

---

No. 3
C22H32FN5OPPdSe2 as an isolated structure. Source: OMol25; level of theory: ωB97M-V/def2-TZVPD.

Calculated values
highest occupied orbital energy (alpha / beta): -11.27 / -11.42 eV
expectation value of S²: 2.01

The geometry in ORCA input format:
```
! RIJCOSX wB97M-V def2-TZVPD def2/J DEFGRID3
* xyz 1 3
H 4.4355 1.3597 -1.2545
H 2.3520 3.5315 -1.7398
H 6.0530 -2.4602 -2.1609
C 1.6747 -0.3442 4.1728
H 2.3746 -1.5145 -5.0296
C -0.9124 4.4178 -1.8658
C 3.4178 -3.0149 -2.8163
C 3.3989 1.6785 -1.4162
H 1.2459 -0.2562 -5.5437
C 1.1767 -2.6004 3.5305
Pd 0.2622 0.0882 0.1471
C 3.3519 3.1203 -1.9041
H 3.3442 -3.3902 -1.7933
H 1.9872 0.3901 4.9014
N 1.0543 -0.8294 -3.5083
H 1.8770 1.9175 -4.1799
H -0.8450 -0.7408 -2.5064
C 4.7007 -3.4791 -3.5074
C 5.6959 -2.3640 -3.1882
N 3.5397 -1.5467 -2.8071
H 2.8480 1.5119 -0.4903
Se -0.8397 2.2384 1.6972
C 1.2849 0.0410 2.9047
C -0.9356 4.1013 -0.5117
H 5.2327 -0.2665 -2.7438
H 4.7774 -0.7991 -4.3697
O 1.7624 -0.9130 -1.0261
C -0.2462 -1.4306 -3.0998
H 5.0235 -4.4588 -3.1614
N -0.2845 1.8646 -1.0297
H 4.5443 -3.5400 -4.5866
H -0.0890 -2.3115 -2.4752
C 1.6322 -1.7002 4.4781
P 2.2648 -0.6057 -2.4098
H 3.3226 3.8286 -3.9926
H -1.1966 4.8346 0.2376
H -0.5610 3.6463 -3.8441
C 0.7880 -2.1235 2.2880
C 4.8441 -1.1064 -3.3184
N 2.7694 0.9511 -2.5252
C 0.3069 -2.1990 -5.2912
C -0.8879 -1.7958 -4.4319
C 2.8742 1.6950 -3.7885
H 4.0725 3.7593 -1.3969
C -0.5774 3.4386 -2.7834
H 4.7021 2.8247 -3.5577
H 3.4062 1.1291 -4.5577
C 3.6316 2.9693 -3.4001
Se 1.3852 1.9094 2.3991
H -1.1585 5.4188 -2.1940
H 1.1113 -3.6568 3.7467
C -0.2586 2.1684 -2.3247
H 0.0943 -2.2149 -6.3586
H 0.6573 -3.1922 -5.0003
F -1.2134 -1.2596 -0.1373
H 1.9340 -2.0423 5.4590
H 6.5586 -2.3528 -3.8518
C 1.3515 -1.1493 -4.9206
H 0.0224 1.3658 -2.9953
C -0.6233 2.8067 -0.1453
H -1.6324 -2.5816 -4.3218
H 2.5210 -3.3321 -3.3568
H 0.3969 -2.7594 1.5045
H -1.3800 -0.9217 -4.8662
N 0.8694 -0.8306 1.9894
*
```

Here is what Löwdin gives for the atomic charges, in e: atom 1 (H): 0.12, atom 2 (H): 0.10, atom 3 (H): 0.12, atom 4 (C): -0.08, atom 5 (H): 0.10, atom 6 (C): -0.03, atom 7 (C): -0.17, atom 8 (C): -0.19, atom 9 (H): 0.11, atom 10 (C): -0.02, atom 11 (Pd): 0.95, atom 12 (C): -0.16, atom 13 (H): 0.12, atom 14 (H): 0.11, atom 15 (N): -0.18, atom 16 (H): 0.10, atom 17 (H): 0.08, atom 18 (C): -0.16, atom 19 (C): -0.16, atom 20 (N): -0.19, atom 21 (H): 0.07, atom 22 (Se): 0.73, atom 23 (C): -0.65, atom 24 (C): -0.08, atom 25 (H): 0.11, atom 26 (H): 0.11, atom 27 (O): -0.36, atom 28 (C): -0.20, atom 29 (H): 0.11, atom 30 (N): -0.05, atom 31 (H): 0.11, atom 32 (H): 0.11, atom 33 (C): -0.03, atom 34 (P): 0.54, atom 35 (H): 0.11, atom 36 (H): 0.11, atom 37 (H): 0.12, atom 38 (C): -0.08, atom 39 (C): -0.19, atom 40 (N): -0.20, atom 41 (C): -0.16, atom 42 (C): -0.16, atom 43 (C): -0.19, atom 44 (H): 0.12, atom 45 (C): -0.03, atom 46 (H): 0.12, atom 47 (H): 0.11, atom 48 (C): -0.15, atom 49 (Se): 0.70, atom 50 (H): 0.12, atom 51 (H): 0.12, atom 52 (C): -0.11, atom 53 (H): 0.12, atom 54 (H): 0.11, atom 55 (F): -0.55, atom 56 (H): 0.12, atom 57 (H): 0.12, atom 58 (C): -0.19, atom 59 (H): 0.09, atom 60 (C): -0.64, atom 61 (H): 0.12, atom 62 (H): 0.11, atom 63 (H): 0.12, atom 64 (H): 0.12, atom 65 (N): -0.08

---

Number 1: largest force on an atom 2.2 eV/Å. Number 2: largest force on an atom 3.7 eV/Å. Number 3: largest force on an atom 0.2 eV/Å.